DFT (ωB97M-V with the def2-TZVPD basis set) results for a molecular structure, C13H27N4O5V in a non-equilibrium geometry.

Cartesian coordinates (Å):
V 3.71281 1.42196 -2.89617
C 1.10740 -0.99442 -1.23914
C 2.36144 -0.58186 -1.97208
O 2.44964 -0.47078 -3.23668
O 3.41398 -0.29325 -1.31701
H 0.34878 -0.22719 -1.36283
H 1.37750 -1.15439 -0.19815
H 0.74353 -1.96192 -1.58787
C -2.12484 -1.50537 1.19805
O -2.16082 -1.92130 2.34288
N -3.23335 -1.20603 0.47795
C -3.11587 -0.86970 -0.93081
C -4.58895 -1.21672 1.02914
H -1.18121 -1.24033 0.69362
H -2.19533 -1.26106 -1.34484
H -3.24998 0.20506 -1.11664
H -4.01488 -1.23835 -1.43726
H -5.09480 -2.05870 0.56627
H -4.54738 -1.30696 2.11102
H -5.03665 -0.23916 0.85095
C 0.46222 0.78448 2.06797
O 0.01932 1.34465 1.07192
N -0.18289 0.72610 3.24822
C 0.43849 0.03341 4.37254
C -1.52469 1.18132 3.45165
H 1.41835 0.24334 2.11156
H -0.29568 -0.68068 4.76145
H 0.62307 0.69229 5.22289
H 1.30992 -0.51396 4.03061
H -1.56011 2.04495 4.12384
H -2.00805 1.50978 2.53259
H -2.12288 0.36592 3.86374
C 0.88608 2.72206 -1.44114
O 1.96530 2.56822 -2.04036
N -0.30976 2.53677 -1.99231
C -1.45890 3.12854 -1.32645
C -0.45251 1.89991 -3.27369
H 0.87855 3.00661 -0.38948
H -1.53643 4.18907 -1.56726
H -1.35975 3.10810 -0.23861
H -2.35131 2.55298 -1.55028
H -0.93800 2.49070 -4.05447
H 0.49470 1.63926 -3.74141
H -1.01479 0.97502 -3.11941
C 5.15923 -3.42652 -0.93068
C 6.47487 -3.43810 -1.53472
N 7.52004 -3.44204 -2.00949
H 4.85951 -4.35848 -0.46065
H 4.45163 -3.08527 -1.68491
H 5.18342 -2.67794 -0.13406

Computed properties:
Charge ... +1
2S+1 ... 4
⟨S²⟩ ... 3.76
Frontier orbital gap (alpha / beta) ... 6.55 / 6.56 eV
F_max ... 4.05 eV/Å

natural (NBO) population analysis, charges in e, atoms 1 to 4: 1.637 -0.732 0.778 -0.759


DFT (ωB97M-V with the def2-TZVPD basis set) results for a molecular structure, C13H28AsF6N3O2PtSSb in a non-equilibrium geometry.

Cartesian coordinates (Å):
Pt -0.51454 0.08031 0.59388
C -0.32240 -0.17200 -4.76247
C 1.16397 0.12150 -4.61335
C 1.56221 0.66211 -3.26083
S 1.37134 -0.61701 -1.93001
O 1.05393 0.16329 -0.62924
C 3.00953 -1.39526 -1.67144
C 3.94197 -0.60284 -0.76011
C 4.56187 0.64217 -1.38531
H -0.51971 -0.75975 -5.65476
H -0.90289 0.74825 -4.84107
H -0.70420 -0.72075 -3.89456
H 1.47916 0.89256 -5.32554
H 1.77267 -0.74513 -4.88678
H 0.94198 1.48959 -2.90789
H 2.62043 0.92238 -3.17680
H 3.36288 -1.49482 -2.70531
H 2.78740 -2.39324 -1.29125
H 4.72513 -1.32830 -0.52010
H 3.46284 -0.37706 0.19293
H 4.96379 0.44624 -2.38001
H 5.38285 0.98974 -0.76051
H 3.86124 1.48151 -1.43474
N -0.59038 -5.20585 2.41560
C -0.37442 -3.94045 2.69505
C -0.57054 -2.90910 1.70720
N -0.32431 -1.64491 2.04309
C 0.05913 -1.38410 3.30122
C 0.23858 -2.43416 4.26669
N 0.04468 -3.68030 3.96676
H -0.93339 -5.53560 1.51514
H -0.45079 -5.90313 3.15363
H -0.95780 -3.12582 0.71863
H 0.22926 -0.35000 3.57358
H 0.55577 -2.19396 5.27704
C -2.12340 3.70446 0.30693
As -1.65975 2.95962 1.98464
C -0.49785 4.07568 2.97104
C -3.17420 2.42665 2.98845
O -0.61603 1.45464 1.80429
H -2.83919 4.50226 0.52442
H -2.59456 2.96194 -0.33155
H -1.23973 4.12928 -0.16532
H -1.06517 4.98051 3.20790
H 0.37352 4.32709 2.36969
H -0.20373 3.56929 3.88822
H -3.83772 3.29518 3.01998
H -2.86417 2.16115 3.99695
H -3.67873 1.59478 2.50096
F -0.98369 -1.37721 -0.65677
Sb -3.13187 -0.88428 -0.92687
F -2.84311 -0.43478 0.93748
F -3.41296 -2.59754 -0.32953
F -4.70031 0.04037 -0.94057
F -2.84201 -1.34835 -2.66421
F -2.05260 0.73315 -1.11445

Computed properties:
Charge ... +4
2S+1 ... 2
⟨S²⟩ ... 0.79
Frontier orbital gap (alpha / beta) ... 5.34 / 5.33 eV
F_max ... 2.06 eV/Å
Energy relative to the best compared isomer or geometry (same formula, charge and spin) ... 39.1 kcal/mol

natural (NBO) population analysis, charges in e, atoms 1 to 4: 1.747 -0.617 -0.447 -0.481


DFT (ωB97M-V with the def2-TZVPD basis set) results for a molecular structure, C13H28BiNO5Se2Si in a non-equilibrium geometry.

Cartesian coordinates (Å):
Bi -0.78806 -0.56299 0.91619
O -3.72588 -1.95486 0.65112
C -3.56510 -2.37762 -0.67410
C -2.60649 -1.51822 -1.52124
N -1.16503 -1.59684 -1.20697
C -0.69684 -2.97234 -1.13407
C -1.03689 -3.64433 0.22958
O -1.10776 -4.84635 0.29804
O -1.20926 -2.82208 1.19933
C -0.42968 -0.82437 -2.20387
C -0.59545 0.69413 -1.95415
O -0.79421 1.46902 -2.85675
O -0.45014 1.00095 -0.71254
H -3.06797 -2.40078 1.20954
H -4.54891 -2.28000 -1.14809
H -3.27869 -3.43488 -0.72714
H -2.89857 -0.46939 -1.42675
H -2.75637 -1.82918 -2.56343
H 0.39055 -2.97756 -1.21667
H -1.10787 -3.58407 -1.93968
H -0.73526 -1.06216 -3.22715
H 0.64568 -1.01314 -2.09510
C 1.54636 3.61719 2.53639
Se 0.32403 2.68364 1.30020
C 0.92528 3.57562 -0.34333
C 2.27886 3.15441 -0.85671
Se 2.34708 1.32077 -1.56224
C 4.25765 1.38414 -1.99656
H 1.36725 3.22893 3.53564
H 1.35938 4.68770 2.52334
H 2.57468 3.40702 2.25113
H 0.93224 4.64489 -0.11045
H 0.14467 3.36021 -1.07219
H 3.04334 3.21111 -0.07684
H 2.56847 3.80412 -1.68885
H 4.44573 2.21090 -2.67854
H 4.51510 0.44686 -2.48123
H 4.84653 1.50233 -1.08923
C 2.59672 -2.40198 0.22463
Si 1.62809 -1.32735 1.47846
C 2.79384 0.09832 1.96983
C 1.32671 -2.36884 3.05305
H 3.57662 -2.64381 0.62891
H 2.75657 -1.88518 -0.71810
H 2.10151 -3.35006 0.03358
H 3.68836 -0.26633 2.46563
H 2.31084 0.80050 2.64196
H 3.11246 0.64815 1.09300
H 2.24604 -2.66903 3.54608
H 0.77937 -3.27396 2.80812
H 0.73173 -1.82345 3.78265

Computed properties:
Frontier orbital gap ... 8.00 eV
F_max ... 2.31 eV/Å

natural (NBO) population analysis, charges in e, atoms 1 to 4: 1.344 -0.727 -0.087 -0.261


DFT (ωB97M-V with the def2-TZVPD basis set) results for a molecular structure, C13H28HgN2O3P in a non-equilibrium geometry.

Cartesian coordinates (Å):
C -3.03503 -2.90055 2.89157
C -2.97653 -2.50890 1.29996
C -2.11889 -3.67855 0.53576
C -0.65250 -3.19220 -0.01282
C 0.08203 -2.04405 0.90036
C 1.53173 -1.71811 0.15447
C 2.03585 -0.21563 0.57390
C 2.90170 0.42022 -0.70827
N 2.03294 0.86849 -1.85736
C 1.37273 2.20566 -1.63702
N 1.67557 2.88213 -0.32222
C 0.92185 4.17888 -0.12958
C -0.02793 4.20270 1.23987
C 1.98908 3.21611 -2.81925
O 3.28440 3.63504 -2.76890
O 1.06083 3.57923 -3.91587
P -0.53003 1.89799 -1.92375
C -0.75498 0.12630 -2.70206
O -1.38181 1.78812 -0.40419
H -4.09017 -2.52450 3.29385
H -3.07313 -4.08812 2.96267
H -2.14885 -2.48981 3.53747
H -2.63517 -1.41150 1.07050
H -4.09517 -2.59274 0.89420
H -1.98700 -4.67577 1.15329
H -2.75942 -3.98809 -0.42246
H -0.70064 -2.89242 -1.15742
H 0.05247 -4.15350 0.02770
H -0.49437 -1.00487 0.92854
H 0.35928 -2.40843 1.99464
H 2.36482 -2.53024 0.41504
H 1.44066 -1.73398 -1.03143
H 2.80199 -0.33937 1.46111
H 1.17860 0.51458 0.92076
H 3.53338 -0.50786 -1.11566
H 3.71001 1.20690 -0.35977
H 2.53261 0.80136 -2.77756
H 2.70020 3.16598 -0.26895
H 0.28244 4.52704 -1.04520
H 1.72566 5.04294 0.05124
H 0.39626 5.03102 1.98548
H -0.04171 3.16441 1.78033
H -1.13167 4.57407 0.97892
H -0.49046 0.09235 -3.84131
H -0.15165 -0.69195 -2.10732
H -1.90441 -0.14668 -2.53556
H -2.12954 1.10596 -0.54629
Hg -2.65599 -3.78967 5.35861

Computed properties:
Charge ... +1
Frontier orbital gap ... 2.13 eV
F_max ... 8.94 eV/Å

natural (NBO) population analysis, charges in e, atoms 1 to 4: -0.692 -0.425 -0.421 -0.417


DFT (ωB97M-V with the def2-TZVPD basis set) results for a single C13H28N2O molecule in a non-equilibrium geometry.

Cartesian coordinates (Å):
C 0.26507 -4.06910 -3.60796
C -0.56869 -3.14323 -2.62797
N 0.28754 -2.65798 -1.53330
C 0.84016 -3.73325 -0.63244
C -0.26184 -4.51600 0.07462
C -0.15516 -1.37369 -0.95823
C 0.87581 -0.67842 -0.06607
O 0.24330 0.45033 0.51614
C 1.06698 1.13968 1.46174
C 0.46870 2.42812 2.05018
C -0.98855 2.15889 2.53367
C -2.05946 2.37463 1.49155
C -1.89174 3.69820 0.78183
C -0.51056 3.82946 0.13013
N 0.56500 3.55349 1.08188
C 1.89162 4.05264 0.73039
H -0.36754 -4.19419 -4.47298
H 1.19548 -3.60238 -3.85923
H 0.45064 -5.05020 -3.11989
H -1.42911 -3.65443 -2.25250
H -0.90502 -2.27886 -3.24190
H 1.42458 -4.44531 -1.19710
H 1.50757 -3.31009 0.12136
H 0.22016 -5.23992 0.77847
H -0.88468 -3.83338 0.61896
H -0.88201 -5.15267 -0.59047
H -1.07848 -1.58325 -0.39741
H -0.39479 -0.68553 -1.75915
H 1.19738 -1.33709 0.73850
H 1.74939 -0.36026 -0.63162
H 1.32159 0.45229 2.26435
H 2.02174 1.39527 1.02253
H 1.05137 2.69668 2.94763
H -1.08219 1.13267 2.91134
H -1.17779 2.77215 3.42008
H -2.03433 1.55135 0.78660
H -3.04179 2.36784 1.98024
H -2.66599 3.84680 0.01983
H -2.02463 4.48730 1.57325
H -0.44619 4.84082 -0.26401
H -0.42990 3.15609 -0.73900
H 1.85923 5.14162 0.62467
H 2.16327 3.57767 -0.17802
H 2.61384 3.79525 1.46935

Computed properties:
Frontier orbital gap ... 8.62 eV
SMILES ... CCN(CC)CCOC[C@@H]1CCCCN1C
F_max ... 2.42 eV/Å
Energy relative to the best compared isomer or geometry (same formula, charge and spin) ... 0.0 kcal/mol

natural (NBO) population analysis, charges in e, atoms 1 to 4: -0.612 -0.202 -0.470 -0.213